DFT (ωB97M-V/def2-TZVPD) results for a 12-piece molecular cluster, C52H135N7O24 overall.

Each line ends with the Mulliken charge.
Geometry (Å):
C  -8.51327  21.40395  -32.44512  -0.77
O  -7.29522  22.05120  -32.03755  -0.26
C  -6.10589  21.60512  -32.75741  -0.75
C  -4.91280  22.50925  -32.37097  -0.63
N  -4.19203  22.02896  -31.18152  -0.50
C  -4.96632  22.10764  -29.92574  -0.77
C  -5.34328  23.54181  -29.49944  -0.43
O  -4.35053  24.53476  -29.77586  -0.32
C  -4.68593  25.78622  -29.20091  -0.80
H  -8.57506  21.46985  -33.53137  0.31
H  -9.40964  21.91329  -32.09128  0.24
H  -8.56172  20.35196  -32.16391  0.31
H  -6.40153  21.67795  -33.80402  0.57
H  -5.82923  20.55323  -32.68604  0.34
H  -5.12487  23.57809  -32.34409  0.32
H  -4.17953  22.41242  -33.17162  0.43
H  -3.37798  22.61853  -31.08239  0.31
H  -4.31001  21.60103  -29.21815  0.38
H  -5.83499  21.49954  -30.17817  0.34
H  -5.52104  23.39600  -28.43396  0.45
H  -6.34129  23.80788  -29.84769  0.34
H  -5.60614  26.25815  -29.54530  0.31
H  -3.88726  26.50282  -29.39246  0.27
H  -4.68223  25.73565  -28.11209  0.31
C  10.31084  29.45329  -13.79788  -0.74
O  9.94901  30.84414  -13.52370  -0.33
C  10.36913  31.76209  -14.46499  -0.58
C  9.47472  33.00722  -14.37845  -0.60
N  8.13389  32.66209  -14.84676  -0.24
C  7.25354  33.81985  -14.78063  -0.44
C  6.03945  33.60042  -15.70679  -0.75
O  4.97060  34.38957  -15.45946  -0.36
C  5.20824  35.76648  -15.56701  -0.78
H  10.08033  28.82199  -12.93972  0.25
H  11.38579  29.35981  -13.95227  0.31
H  9.76327  29.03840  -14.64412  0.29
H  10.41949  31.35529  -15.47499  0.35
H  11.41120  32.00970  -14.26279  0.40
H  9.93577  33.74323  -15.03710  0.37
H  9.23324  33.41389  -13.39641  0.35
H  8.09844  32.34374  -15.80461  0.22
H  7.82209  34.69549  -15.09384  0.35
H  6.87247  33.88808  -13.76169  0.24
H  5.71749  32.56057  -15.65085  0.39
H  6.41068  33.72058  -16.72456  0.42
H  5.95702  36.15376  -14.87603  0.29
H  4.31872  36.37942  -15.42155  0.27
H  5.63597  36.07392  -16.52128  0.34
C  -7.47930  32.35169  -25.91129  -0.78
O  -8.84003  32.64844  -25.71291  -0.34
C  -9.50879  33.32059  -26.78912  -0.47
C  -11.00084  33.44293  -26.62380  -0.69
N  -11.66350  32.19582  -26.44224  -0.42
C  -11.89519  31.42812  -27.63741  -0.52
C  -12.20429  29.91262  -27.27762  -0.74
O  -11.06187  29.41336  -26.66440  -0.27
C  -11.17210  28.03848  -26.25670  -0.81
H  -7.11454  31.59529  -25.21638  0.27
H  -6.90415  33.19783  -25.53534  0.31
H  -7.11510  32.11406  -26.91079  0.31
H  -9.19174  32.72585  -27.64577  0.33
H  -9.18325  34.35687  -26.87998  0.38
H  -11.36896  33.87108  -27.55616  0.35
H  -11.24309  34.11201  -25.79811  0.35
H  -10.95390  31.56796  -26.09241  0.31
H  -10.98415  31.34676  -28.23031  0.25
H  -12.77696  31.81043  -28.15161  0.44
H  -12.54098  29.21107  -28.04087  0.48
H  -12.94315  29.95712  -26.47748  0.34
H  -10.28480  27.63166  -25.77163  0.25
H  -11.39915  27.38831  -27.10158  0.31
H  -12.05492  27.83997  -25.64899  0.33
C  6.09826  19.46745  -19.72496  -0.73
O  4.66684  19.30717  -19.46087  -0.31
C  3.94553  18.44401  -20.31921  -0.57
C  2.53149  18.37422  -19.74245  -0.75
N  1.83136  19.50937  -20.20108  -0.22
C  0.41030  19.41885  -19.84384  -0.77
C  -0.26618  20.53314  -20.75659  -0.62
O  0.07491  21.86677  -20.22840  -0.30
C  -0.65328  22.93331  -20.73272  -0.71
H  6.23142  20.13372  -20.57727  0.29
H  6.54427  18.50920  -19.99128  0.30
H  6.67987  19.89013  -18.90571  0.25
H  4.41871  17.46567  -20.23545  0.42
H  3.88470  18.69546  -21.37806  0.30
H  2.51719  18.31285  -18.65428  0.36
H  1.95532  17.48879  -20.01108  0.50
H  2.25029  20.25722  -19.66693  0.19
H  0.16608  19.56218  -18.79127  0.37
H  -0.05990  18.46758  -20.09300  0.43
H  -1.35237  20.47799  -20.68403  0.47
H  -0.09568  20.38087  -21.82234  0.32
H  -0.46150  23.76136  -20.05033  0.23
H  -1.68640  22.68179  -20.97250  0.30
H  -0.24513  23.19065  -21.71011  0.28
C  5.86615  43.17866  -24.42168  -0.75
O  6.55828  44.40990  -24.49564  -0.29
C  7.31862  44.77361  -23.34984  -0.76
C  8.38518  45.78247  -23.71345  -0.40
N  7.75594  47.10970  -23.61218  -0.37
C  8.72384  48.20998  -23.76105  -0.87
C  9.41786  48.23874  -25.14179  -0.48
O  8.35234  48.52819  -26.06954  -0.32
C  8.55102  48.17965  -27.36616  -0.70
H  6.42293  42.36300  -23.96040  0.30
H  5.41642  42.80204  -25.34038  0.26
H  4.96221  43.41461  -23.86016  0.30
H  7.82269  43.86555  -23.01905  0.43
H  6.67221  45.11185  -22.54000  0.33
H  8.68923  45.66609  -24.75369  0.22
H  9.30373  45.60594  -23.15380  0.42
H  6.98261  47.23639  -24.24935  0.30
H  9.44420  48.08143  -22.95317  0.41
H  8.25639  49.18813  -23.64781  0.36
H  9.88569  47.26325  -25.27459  0.35
H  10.14925  49.04210  -25.23015  0.44
H  9.45011  48.71921  -27.66386  0.30
H  7.79899  48.43641  -28.11225  0.25
H  8.68233  47.09891  -27.41972  0.27
C  -1.07448  28.13724  -13.46544  -0.81
O  -1.35853  27.07769  -12.54251  -0.28
C  -2.42467  26.26564  -12.98006  -0.61
C  -2.83879  25.36818  -11.79992  -0.60
N  -1.64329  24.62162  -11.34980  -0.40
C  -1.84268  23.82933  -10.10101  -0.60
C  -0.53546  23.74531  -9.25023  -0.59
O  -0.20163  24.98296  -8.58710  -0.31
C  0.95159  24.93593  -7.68568  -0.75
H  -0.21353  28.73839  -13.17310  0.25
H  -1.91303  28.78107  -13.73081  0.31
H  -0.86994  27.69355  -14.43981  0.33
H  -2.23651  25.57204  -13.79959  0.33
H  -3.23200  26.87516  -13.38601  0.44
H  -3.65371  24.74183  -12.16279  0.31
H  -3.25849  25.94770  -10.97766  0.38
H  -0.82473  25.20986  -11.28615  0.31
H  -2.20467  22.82990  -10.34228  0.29
H  -2.59845  24.31976  -9.48751  0.35
H  0.27051  23.31317  -9.84331  0.36
H  -0.85474  23.05508  -8.46937  0.43
H  1.04970  25.78037  -7.00348  0.26
H  1.86809  24.96190  -8.27512  0.30
H  0.97856  24.08515  -7.00483  0.30
C  1.19304  27.66335  -33.68735  -0.69
O  1.66624  26.63259  -34.51308  -0.30
C  0.63493  25.63967  -34.81963  -0.84
C  1.21697  24.39393  -35.63911  -0.50
N  1.84306  23.44298  -34.77059  -0.34
C  2.49517  22.33445  -35.52305  -0.58
C  1.65921  21.46961  -36.49064  -0.40
O  2.54069  20.62003  -37.10092  -0.33
C  1.99332  20.02873  -38.24472  -0.76
H  0.78620  27.14175  -32.82105  0.30
H  0.34952  28.20216  -34.11894  0.29
H  1.91065  28.44147  -33.42723  0.25
H  -0.12874  26.12003  -35.43131  0.41
H  0.11267  25.29878  -33.92570  0.43
H  1.76139  24.93079  -36.41595  0.29
H  0.37931  23.91893  -36.14980  0.36
H  2.49675  23.96746  -34.20695  0.25
H  2.97175  21.71934  -34.75975  0.34
H  3.31112  22.78573  -36.08757  0.31
H  1.25572  22.12595  -37.26169  0.31
H  0.82178  20.90577  -36.07968  0.32
H  0.98825  19.61968  -38.14168  0.31
H  2.57155  19.12943  -38.45687  0.28
H  1.97655  20.77233  -39.04151  0.30
O  8.61433  33.65853  -28.09051  -0.53
C  8.63558  33.20053  -26.74569  -0.26
C  7.24212  32.76482  -26.26741  -0.48
O  6.25384  33.79823  -26.55004  -0.52
H  9.52911  33.86630  -28.29446  0.30
H  9.44826  32.48312  -26.63171  0.35
H  8.92563  34.01828  -26.08595  0.25
H  7.28880  32.53543  -25.20284  0.29
H  6.85337  31.81216  -26.62716  0.27
H  6.32686  33.96131  -27.49327  0.33
O  8.22332  27.08245  -21.90387  -0.52
C  7.07384  27.21826  -21.01908  -0.23
C  7.45586  28.06609  -19.81132  -0.59
O  7.91867  29.34092  -20.25521  -0.53
H  7.89661  26.44112  -22.53912  0.30
H  6.17513  27.60908  -21.49625  0.29
H  6.91201  26.21775  -20.61797  0.30
H  8.35108  27.58698  -19.41495  0.30
H  6.76991  28.07217  -18.96424  0.36
H  8.71966  29.12675  -20.73911  0.32
O  -2.50535  36.60715  -20.37817  -0.51
C  -3.00608  36.03010  -19.22887  -0.30
C  -4.46957  36.39030  -18.94792  -0.38
O  -4.82689  35.95427  -17.66347  -0.51
H  -1.63589  36.21662  -20.49276  0.31
H  -3.04774  34.95055  -19.37357  0.22
H  -2.40965  36.25966  -18.34587  0.29
H  -5.08333  35.97207  -19.74573  0.26
H  -4.69059  37.45622  -19.00312  0.30
H  -5.78094  36.02910  -17.58731  0.30
O  -2.73734  37.20723  -30.51119  -0.54
C  -1.38640  37.68045  -30.50355  -0.40
C  -0.72093  37.48158  -29.10780  -0.36
O  -0.90954  36.10582  -28.65990  -0.50
H  -3.21093  37.64230  -31.22394  0.29
H  -0.77639  37.35682  -31.34691  0.34
H  -1.40957  38.76757  -30.57943  0.29
H  -1.34613  38.09306  -28.45717  0.27
H  0.32013  37.79795  -29.17266  0.31
H  -1.78174  35.90487  -29.00700  0.32
O  1.02987  31.47158  -24.52597  -0.53
C  0.62624  31.76579  -23.19756  -0.41
C  1.80285  32.34706  -22.35007  -0.33
O  2.03119  33.67423  -22.57457  -0.51
H  1.29295  32.29786  -24.93785  0.30
H  -0.08225  32.57869  -23.35672  0.29
H  0.08960  30.90094  -22.80750  0.35
H  2.66738  31.70736  -22.52747  0.24
H  1.43636  32.26972  -21.32645  0.30
H  2.44445  33.78932  -23.43340  0.32

Atomic forces in eV per Å
0.843 0.284 -0.640
-0.061 -0.890 0.313
-0.866 1.364 -0.051
0.383 -0.976 -0.337
-0.470 0.259 -0.150
1.156 0.379 -1.874
-0.440 -0.820 0.785
-0.797 -0.428 0.039
0.830 0.299 0.444
-0.024 -0.194 -0.309
0.420 0.230 0.499
0.142 -0.079 0.170
0.420 0.496 -0.420
-0.174 -0.217 0.926
-0.697 0.058 0.156
-0.025 -0.099 -0.281
0.213 0.018 0.033
-0.383 0.146 0.432
-0.312 0.200 0.855
0.286 0.612 0.582
0.104 0.310 -0.723
-0.290 -0.438 -0.206
0.161 -0.216 -0.477
-0.415 -0.291 0.231
-0.054 1.149 0.378
-0.357 -2.596 0.561
0.442 0.806 0.568
-0.658 -1.217 -1.201
-0.554 0.082 -0.257
-0.534 -0.832 -0.075
2.119 -1.072 -0.258
-1.917 1.401 0.528
0.634 0.964 -0.124
-0.214 0.447 0.184
0.139 0.096 -0.240
-0.013 0.263 -0.250
-0.611 -0.052 -0.366
0.337 0.430 0.140
0.150 0.586 0.136
1.069 -0.116 0.284
0.547 -0.259 -0.203
-0.206 0.549 0.219
0.126 0.474 0.164
-0.078 -0.036 0.318
0.018 0.212 -0.553
0.016 -0.305 0.580
-0.275 -0.596 0.072
-0.130 -0.385 -0.614
0.821 0.954 1.065
-0.980 -0.321 0.170
1.317 -0.092 0.156
0.181 -0.012 -0.413
-0.063 -2.112 0.736
-1.012 -1.854 -0.847
-0.347 1.558 1.292
1.719 -1.545 0.694
-0.799 0.140 -0.683
-0.734 -0.572 -0.137
0.257 0.532 -0.458
-0.593 -0.061 -0.300
-0.448 0.368 -0.685
0.661 0.107 -0.161
-0.027 0.474 -0.006
0.067 0.084 0.007
0.183 0.130 1.591
-0.071 0.396 -0.762
0.264 0.102 -0.532
-0.067 0.510 -0.637
-0.751 -0.041 -0.126
0.076 0.683 -0.004
0.363 0.056 -0.621
-0.014 0.515 0.660
-1.226 -0.354 -0.880
1.501 1.074 0.190
0.088 -1.404 1.239
0.630 -1.134 -0.069
-1.264 0.217 0.517
-0.522 2.403 -2.028
-0.868 0.473 2.046
0.526 -2.548 0.088
0.636 -0.012 -1.138
-0.016 0.067 -0.153
-0.030 -0.211 0.054
-0.741 -0.067 0.394
0.083 -0.378 -0.196
0.204 0.562 -0.001
0.625 0.016 0.417
0.415 -0.304 -0.645
-0.260 0.757 -0.282
0.137 0.395 0.198
0.445 -0.194 -0.428
-0.364 -0.193 0.289
0.880 0.218 0.015
-0.627 0.049 -0.081
-0.431 0.145 0.734
0.180 0.423 -0.282
-1.156 0.659 0.934
0.405 0.056 -1.197
0.382 -1.634 -0.374
-1.579 0.735 -1.100
1.371 1.046 1.012
-0.067 -0.261 -0.532
-1.240 0.304 0.231
-1.184 0.345 2.348
1.679 -0.577 -1.254
0.230 0.115 0.146
0.829 0.536 -0.645
-0.149 -0.550 0.715
0.091 -0.253 0.306
-0.001 0.274 0.040
-0.015 -0.784 -0.207
-0.240 0.672 0.618
0.109 -0.358 -0.244
0.265 0.158 -0.087
-0.300 -0.144 0.228
0.083 -0.018 -0.665
0.298 -0.062 0.144
0.463 -0.355 -0.759
-0.601 0.349 0.752
0.326 -0.251 -0.408
0.007 -0.892 -0.805
0.150 0.958 -0.660
-0.629 -0.522 0.758
1.009 0.521 -0.137
-0.954 -1.011 0.155
1.286 1.837 -0.574
-1.344 -0.062 0.627
0.582 -0.002 0.395
-0.220 -0.273 -0.922
-0.177 -0.272 0.383
-0.439 0.184 0.813
0.525 -0.208 -0.186
1.025 0.032 -0.280
-0.407 0.270 0.459
0.202 -0.517 0.051
-0.054 0.373 0.152
-0.287 0.300 0.127
0.213 -0.133 0.051
-0.175 0.022 0.273
0.283 0.191 0.033
0.517 -0.465 0.201
-0.878 0.459 -0.447
0.093 -0.301 -0.130
-0.328 -0.489 -0.337
-1.200 -0.546 0.359
0.053 -1.136 -0.932
0.628 -0.288 -0.636
-1.681 2.423 1.025
-0.398 -0.577 -0.843
0.359 0.662 1.103
-0.310 1.789 0.547
0.908 -1.322 -0.106
0.186 -0.561 -0.202
0.078 0.549 0.698
-0.231 0.020 -0.423
0.502 -0.619 -0.109
-0.034 0.155 -0.247
0.285 -0.056 0.400
0.972 -0.469 -0.299
-0.197 0.068 0.091
0.444 -0.448 0.102
-0.086 -0.331 -0.135
0.141 -0.293 -0.547
-0.391 0.342 -0.117
-0.115 0.127 0.573
-0.424 0.342 0.513
0.411 0.385 -0.406
0.095 -0.217 -0.406
-0.221 -0.202 0.025
-0.185 0.301 0.534
-0.355 0.114 -0.427
0.970 -0.858 0.756
-0.067 0.137 -0.311
-0.408 -0.682 0.152
-0.087 0.362 0.072
-0.031 0.791 0.242
0.342 -0.063 -0.840
0.024 0.097 -0.191
-1.163 0.512 0.537
0.362 -0.474 1.056
1.920 -0.434 -0.928
-0.743 0.250 0.513
0.421 -0.020 -0.351
0.146 0.010 -0.355
-0.597 -0.148 -0.028
0.060 -0.443 0.330
-0.475 0.533 -0.557
0.068 0.220 -0.214
0.241 0.770 -0.809
-1.276 -0.962 1.250
0.086 1.074 -0.906
0.063 -0.646 0.322
0.098 0.172 -0.320
0.300 -0.356 0.353
0.072 0.056 0.150
-0.140 -0.471 0.004
0.568 0.405 -0.157
-0.003 -0.045 0.104
0.711 -0.335 0.262
0.444 1.271 0.677
-2.156 -1.366 -1.032
0.920 1.136 -0.474
0.024 -0.044 -0.011
-0.134 -0.683 0.034
-0.004 0.312 -0.239
0.525 0.373 0.347
-0.070 -0.321 0.358
-0.254 -0.348 0.082
0.515 -0.739 -0.330
0.357 1.487 -0.746
-2.019 -2.428 0.299
0.366 1.552 -0.561
-0.059 -0.003 -0.159
-0.463 0.142 0.859
0.460 -0.046 0.194
0.233 -0.004 0.220
0.464 -0.084 0.276
0.151 0.131 -0.060

## Properties
- HOMO energy: -8.37 eV
- Net charge: 0
- DFT total energy: -4250.59758 hartree
- Energy above the lowest of the compared OMol25 structures with the same formula, charge and spin: 167.88 kcal per mole
- SMILES: COCCNCCOC.COCCNCCOC.COCCNCCOC.COCCNCCOC.COCCNCCOC.COCCNCCOC.COCCNCCOC.OCCO.OCCO.OCCO.OCCO.OCCO
- LUMO: 0.4 eV
- Spin multiplicity: 1
- F_max: 3.187 eV/A